56
Properties=species:S:1:pos:R:3 method="wB97M-V/def2-TZVPD" orbital_gap_ev=9.35 total_charge=0 smiles="COC(=O)c1ccc(N(CC(=O)NC2CCCC2)C(=O)CNC(=O)c2cccs2)cc1" de_lowest_kcal_mol=20.5 lumo_energy_ha=0.0048
C 3.3474 4.8947 5.2349
O 2.6874 4.3478 4.1028
C 3.1005 3.1330 3.7180
O 3.9763 2.5226 4.2789
C 2.3618 2.6297 2.5309
C 2.7434 1.4037 1.9916
C 2.0839 0.8926 0.8921
C 1.0342 1.6070 0.3270
N 0.3667 1.0989 -0.8210
C 0.7752 1.6463 -2.1073
C 1.9541 0.8370 -2.6773
O 3.0910 1.2590 -2.6805
N 1.5765 -0.3678 -3.1277
C 2.5009 -1.3658 -3.6195
C 2.0622 -1.8819 -5.0002
C 1.3059 -3.1733 -4.7018
C 2.1417 -3.7973 -3.5884
C 2.5102 -2.6072 -2.6983
C -0.5001 0.0713 -0.7728
O -0.9578 -0.4555 -1.7766
C -0.8993 -0.3955 0.6196
N -2.0560 -1.2458 0.5272
C -3.1587 -1.0056 1.2827
O -3.1689 -0.1902 2.1874
C -4.3302 -1.8339 0.9689
C -5.5294 -1.7898 1.6267
C -6.4758 -2.6944 1.1105
C -5.9888 -3.4171 0.0668
S -4.3666 -3.0089 -0.3082
C 0.6564 2.8360 0.8545
C 1.3163 3.3461 1.9557
H 3.1790 4.2662 6.1118
H 4.4219 4.9603 5.0523
H 2.9229 5.8838 5.3861
H 3.5644 0.8713 2.4465
H 2.3869 -0.0477 0.4565
H 1.0911 2.6801 -1.9633
H -0.0774 1.5991 -2.7893
H 0.6038 -0.6393 -3.0374
H 3.4759 -0.8749 -3.6592
H 2.9420 -2.0998 -5.6058
H 1.4579 -1.1441 -5.5256
H 0.3030 -2.9478 -4.3358
H 1.2187 -3.8186 -5.5742
H 3.0432 -4.2414 -4.0128
H 1.6046 -4.5700 -3.0407
H 1.7570 -2.4761 -1.9191
H 3.4749 -2.7425 -2.2129
H -1.1492 0.4499 1.2686
H -0.0584 -0.9382 1.0713
H -2.1356 -1.7668 -0.3366
H -5.7040 -1.1228 2.4510
H -7.4733 -2.8041 1.4960
H -6.4857 -4.1712 -0.5112
H -0.1573 3.3822 0.4013
H 1.0262 4.2961 2.3749

60
Properties=species:S:1:pos:R:3 method="wB97M-V/def2-TZVPD" orbital_gap_ev="6.67 / 4.93" total_charge=0 spin_multiplicity=3 de_lowest_kcal_mol=39.0 lumo_energy_ha="-0.0241 / -0.0862"
Pt -1.6878 0.1445 -0.0889
C -2.9180 -1.1232 4.8895
N -1.8088 -0.5359 4.1680
C -0.9256 0.3577 4.8881
C -1.7902 -0.5696 2.8820
N -1.8042 -0.7349 1.7332
H -2.5784 -1.3998 5.8890
H -3.2760 -2.0153 4.3762
H -3.7548 -0.4242 4.9852
H -0.4743 -0.1844 5.7208
H -1.4739 1.2211 5.2733
H -0.1447 0.7055 4.2160
O 0.8005 0.3463 2.1985
C 1.1430 0.0761 1.0693
N 2.3929 -0.2325 0.6511
C 2.4896 -0.3111 -0.7899
C 1.0043 -0.2772 -1.1448
O 0.5258 -0.4227 -2.2598
N 0.2998 -0.0213 -0.0338
C 3.1930 0.9107 -1.3821
C 2.9310 1.3162 -2.6839
C 3.5741 2.4206 -3.2150
C 4.4900 3.1270 -2.4553
C 4.7636 2.7197 -1.1625
C 4.1254 1.6147 -0.6292
C 3.1706 -1.5711 -1.2961
C 2.9085 -2.0490 -2.5745
C 3.5491 -3.1794 -3.0483
C 4.4734 -3.8415 -2.2585
C 4.7463 -3.3659 -0.9878
C 4.1033 -2.2365 -0.5092
H 3.1845 -0.0584 1.2465
H 2.2067 0.7801 -3.2746
H 3.3530 2.7254 -4.2269
H 4.9892 3.9866 -2.8735
H 5.4806 3.2552 -0.5589
H 4.3697 1.3173 0.3783
H 2.1840 -1.5524 -3.1958
H 3.3244 -3.5456 -4.0396
H 4.9797 -4.7174 -2.6360
H 5.4679 -3.8710 -0.3617
H 4.3362 -1.8779 0.4807
Se -2.8253 2.7575 1.5366
Sb -1.2432 3.1841 -0.3131
Se -1.9767 5.0519 -1.7535
Se 1.0932 3.3991 0.4322
Se -1.4812 1.2357 -2.1196
C -6.0527 -0.8555 0.0535
C -6.1552 0.3389 -0.8900
C -4.7200 0.4562 -1.3814
O -3.9220 0.1830 -0.2270
C -4.6430 -0.7104 0.6351
H -6.1312 -1.7831 -0.5135
H -6.8059 -0.8502 0.8371
H -6.4377 1.2354 -0.3390
H -6.8509 0.1845 -1.7108
H -4.4836 1.4590 -1.7427
H -4.5131 -0.2747 -2.1768
H -4.6506 -0.2436 1.6265
H -4.1246 -1.6762 0.6898

55
Properties=species:S:1:pos:R:3 method="wB97M-V/def2-TZVPD" orbital_gap_ev=7.22 total_charge=0 smiles="CCC(C)(C)NC(=O)[C@@H](c1ccccc1)N(Cc1cccnc1)C(=O)c1csnn1" de_lowest_kcal_mol=539.8 lumo_energy_ha=-0.0297
C -3.5604 -0.4742 -3.3229
C -2.5763 -0.2719 -2.0621
C -1.1037 -0.6302 -2.3444
C -0.9098 -1.8961 -2.7321
C -0.5588 0.4599 -3.1496
N -0.4674 -0.5783 -0.9986
C -0.8438 -1.3047 0.1553
O -1.7486 -2.3559 0.0740
C 0.1505 -1.1594 1.2468
C 1.4931 -1.6062 1.3748
C 2.1356 -1.8207 2.4257
C 3.5072 -2.3028 2.3922
C 3.8921 -3.1437 1.4605
C 3.0768 -3.0274 0.3714
C 1.8475 -2.5283 0.3112
N 0.1146 0.1566 1.7964
C -1.0173 0.8781 2.4162
C -1.2846 2.3164 1.9522
C -1.5329 3.3561 2.7473
C -2.0713 4.4210 1.9997
C -2.0210 4.7099 0.6133
N -1.9868 3.4046 0.1227
C -1.5237 2.3737 0.4870
C 1.3045 1.1310 1.3234
O 1.2799 2.2048 2.1716
C 2.4087 0.7952 0.8235
C 3.6241 0.6585 0.8293
S 4.5689 0.2265 -0.3432
N 3.0886 0.1559 -1.2185
N 2.0831 0.3326 -0.7084
H -3.2940 0.4633 -4.0230
H -3.5197 -1.3366 -4.0232
H -4.5585 -0.2615 -3.1505
H -3.0074 -1.2911 -1.3440
H -2.8080 0.3986 -1.3381
H 0.2337 -2.1451 -3.0613
H -1.1903 -2.2674 -3.8546
H -1.2651 -2.8185 -2.3009
H -0.9574 1.5426 -2.8142
H -0.9500 0.4098 -3.9880
H 0.4152 0.4037 -2.9482
H 0.2800 0.0305 -0.7837
H -0.5966 -1.4323 2.2346
H 1.7980 -1.3344 3.3013
H 4.0460 -2.5488 3.4068
H 4.9253 -3.5083 1.2890
H 3.3593 -3.7629 -0.6029
H 1.1167 -2.5289 -0.7935
H -0.6302 1.0475 3.6150
H -1.7158 0.1511 2.2522
H -1.3805 3.2050 3.8243
H -2.1429 5.1598 2.8551
H -2.4622 5.5255 0.4026
H -1.3422 1.4009 -0.1926
H 4.2774 1.0166 1.8228

58
Properties=species:S:1:pos:R:3 method="wB97M-V/def2-TZVPD" orbital_gap_ev=5.99 total_charge=+2 de_lowest_kcal_mol=0.6 lumo_energy_ha=-0.2776
Re 0.6473 -0.0173 -0.6402
C 1.0371 -3.3500 0.6187
C 2.1670 -2.4908 1.2015
C 1.8190 -1.2423 2.0041
N 1.3226 -0.0523 1.2698
C 1.2474 1.1105 1.9894
C 1.4738 1.1433 3.3664
C 1.4309 2.1918 4.2787
C 1.3127 3.5470 4.0495
C 1.1761 4.1522 2.8093
C 0.9393 3.5732 1.5760
C 0.7917 2.2312 1.2001
N 0.3247 1.8657 -0.0262
C -0.3357 2.8427 -0.9042
C 0.0988 2.6592 -2.3441
C -0.5579 1.4428 -2.9852
N -0.7572 0.3580 -2.0194
C -1.8615 -0.4318 -2.0851
C -2.9240 -0.2196 -2.9715
C -4.1036 -0.9201 -3.1598
C -4.5059 -2.1275 -2.6106
C -3.8117 -2.8860 -1.6818
C -2.6659 -2.5526 -0.9827
C -1.8513 -1.4174 -1.0475
N -0.8487 -1.2274 -0.1407
C -1.0052 -1.8972 1.1671
C -0.3146 -3.2550 1.3098
H 0.8907 -3.1213 -0.4393
H 1.3608 -4.3912 0.6433
H 2.7328 -3.1016 1.9087
H 2.8674 -2.2305 0.4090
H 1.1246 -1.5135 2.8044
H 2.7422 -0.9238 2.4967
H 1.6764 0.1881 3.8237
H 1.5595 1.8960 5.3130
H 1.3684 4.1992 4.9112
H 1.2186 5.2350 2.8028
H 0.8278 4.2914 0.7781
H -1.4179 2.7089 -0.8019
H -0.1177 3.8600 -0.5995
H -0.1666 3.5426 -2.9250
H 1.1860 2.5791 -2.3865
H -1.4989 1.7598 -3.4242
H 0.0680 1.0531 -3.7944
H -2.8345 0.6425 -3.6129
H -4.7822 -0.4790 -3.8794
H -5.4478 -2.5306 -2.9606
H -4.2405 -3.8495 -1.4357
H -2.3428 -3.2957 -0.2673
H -0.6574 -1.1848 1.9065
H -2.0736 -2.0164 1.3584
H -0.2463 -3.4735 2.3782
H -0.9522 -4.0348 0.8874
S 4.4969 0.0067 -0.5192
As 3.9757 -0.6437 -2.6298
S 1.8236 -1.2447 -2.2216
S 3.0722 1.4826 -0.8692
S 3.5417 1.5593 -2.8963

52
Properties=species:S:1:pos:R:3 method="wB97M-V/def2-TZVPD" orbital_gap_ev="3.27 / 5.14" total_charge=-1 spin_multiplicity=5 lumo_energy_ha="0.0879 / 0.0878"
C 3.2688 2.4337 4.2511
C 2.4922 1.8567 5.3238
C 1.4764 0.9789 4.7165
C 1.6276 1.0553 3.2769
C 2.7282 1.9640 2.9943
Fe 1.2976 2.8102 4.1128
C 0.9424 4.6160 3.4483
C 0.8476 4.5316 4.9184
C -0.1604 3.5454 5.2424
C -0.6805 2.9538 4.0016
C -1.6471 1.8268 3.9864
C -3.0351 2.0333 4.2113
C -4.0574 1.2171 3.6145
C -5.4078 1.4877 3.8136
C -5.8057 2.5425 4.6584
C -4.8303 3.3352 5.2913
C -3.4815 3.0885 5.0736
C -0.0076 3.6724 2.8925
H 4.1659 3.0318 4.3916
H 2.6791 1.9845 6.3849
H 0.7762 0.3253 5.2241
H 1.0497 0.4759 2.5594
H 3.1251 2.1809 2.0056
H 1.5877 5.3360 2.9342
H 1.4005 5.1383 5.6426
H -0.6102 3.2870 6.2037
H -1.3199 0.8431 3.6232
H -3.7409 0.3842 2.9818
H -6.1785 0.8893 3.3057
H -6.8670 2.7915 4.7734
H -5.1389 4.1609 5.9452
H -2.7238 3.6925 5.5819
H -0.2824 3.5795 1.8413
H -0.3713 -0.6380 6.1385
B -0.4067 -1.7566 6.8372
H -1.5388 -1.7475 7.3517
H -0.3177 -2.6566 6.0178
C 0.6266 -2.0081 7.9929
N 0.9782 -3.0809 8.7617
C 0.3197 -4.3856 8.8210
C 2.0745 -2.7574 9.5428
C 2.4038 -1.4656 9.2664
N 1.4837 -1.0109 8.3620
C 1.4975 0.2936 7.7675
H 0.8551 -5.0341 9.5390
H -0.7262 -4.2777 9.1551
H 0.3095 -4.8756 7.8325
H 2.5546 -3.4386 10.2257
H 3.2100 -0.8488 9.6362
H 2.1583 0.9862 8.2892
H 1.8795 0.1788 6.7523
H 0.4948 0.7140 7.6953

Number 1: M 443.52 Da, calculated total energy -48764.742 eV. Number 2: M 1026.14 Da, calculated total energy -306491.978 eV. Number 3: M 423.54 Da, calculated total energy -45579.170 eV. Number 4: M 735.88 Da, calculated total energy -135492.536 eV. Number 5: M 385.12 Da, calculated total energy -61272.908 eV.